<1>
{
  "formula": "C6H10N",
  "method": "ωB97M-V/def2-TZVPD",
  "elements": ["C", "C", "C", "C", "C", "C", "N", "H", "H", "H", "H", "H", "H", "H", "H", "H", "H"],
  "xyz": [[1.833, 0.890, 0.886], [-1.740, 0.719, -0.371], [-1.513, -1.174, 1.361], [2.182, 0.289, -0.171], [-1.692, -0.069, 0.890], [3.149, -0.222, -1.053], [-3.110, 0.255, -0.812], [0.973, 1.306, 1.228], [2.522, 1.066, 1.697], [-1.589, 1.873, -0.339], [-0.974, 0.237, -1.106], [-1.517, -2.247, 1.511], [3.521, 0.596, -1.549], [2.865, -0.809, -1.857], [3.906, -0.778, -0.392], [-3.892, 0.626, -0.371], [-3.137, -0.377, -1.522]],
  "mulliken_charge": [-0.513, -0.156, -0.056, 0.678, -0.426, -0.903, -0.427, 0.368, 0.281, 0.236, 0.139, 0.366, 0.340, 0.395, 0.337, 0.181, 0.159],
  "lumo_energy_ev": -7.4,
  "charge": 1,
  "orbital_gap_ev": 4.052,
  "spin_multiplicity": 1,
  "mol_weight_g_mol": 96.15
}

<2>
{
  "formula": "C6H10N",
  "method": "ωB97M-V/def2-TZVPD",
  "elements": ["C", "C", "C", "C", "N", "C", "C", "H", "H", "H", "H", "H", "H", "H", "H", "H", "H"],
  "xyz": [[1.634, -0.645, -1.979], [0.520, 0.306, -1.820], [-0.741, -0.039, -1.621], [-1.140, -0.155, -0.436], [-0.808, 0.093, 0.746], [-0.368, -0.956, 1.646], [-1.164, 1.342, 1.388], [2.486, -0.292, -1.394], [1.962, -0.658, -3.021], [1.365, -1.655, -1.677], [0.722, 1.321, -2.156], [-0.276, -1.901, 1.116], [0.610, -0.676, 2.044], [-1.057, -1.072, 2.485], [-1.434, 2.086, 0.643], [-2.004, 1.206, 2.074], [-0.308, 1.695, 1.960]],
  "mulliken_charge": [-1.055, 0.328, -0.240, 0.245, 0.062, -0.909, -0.859, 0.350, 0.361, 0.314, 0.337, 0.356, 0.348, 0.343, 0.346, 0.329, 0.343],
  "lumo_energy_ev": -4.9,
  "charge": 1,
  "orbital_gap_ev": 9.867,
  "spin_multiplicity": 1,
  "smiles": "CC=C=C=[N+](C)C",
  "mol_weight_g_mol": 96.15
}

<3>
{
  "formula": "C6H10N",
  "method": "ωB97M-V/def2-TZVPD",
  "elements": ["C", "C", "C", "C", "C", "C", "N", "H", "H", "H", "H", "H", "H", "H", "H", "H", "H"],
  "xyz": [[2.588, 0.082, 0.086], [1.151, -0.002, -0.173], [0.151, -0.277, -1.075], [-1.014, -0.056, -0.204], [-2.217, 0.842, -0.536], [-0.756, -1.044, 0.840], [0.074, 0.215, 0.877], [3.057, -0.420, -0.822], [2.891, -0.433, 0.963], [2.876, 1.175, 0.162], [0.195, -0.773, -2.033], [-1.872, 1.711, -1.143], [-2.720, 1.266, 0.303], [-2.909, 0.055, -0.982], [-1.512, -1.222, 1.554], [-0.203, -1.888, 0.442], [0.221, 0.769, 1.743]],
  "mulliken_charge": [-1.030, 0.505, -0.756, 0.742, -1.209, -0.470, -0.179, 0.298, 0.348, 0.304, 0.393, 0.329, 0.391, 0.318, 0.368, 0.319, 0.331],
  "lumo_energy_ev": -3.3,
  "charge": 1,
  "orbital_gap_ev": 10.735,
  "spin_multiplicity": 1,
  "smiles": "CC1=C[C@@]2(C)C[N@@H+]12",
  "mol_weight_g_mol": 96.15
}

Stability ranking, top and bottom: <3> is the most stable and <1> is the least stable.

<1>
{
  "formula": "C4H14N4",
  "method": "ωB97M-V/def2-TZVPD",
  "elements": ["C", "C", "N", "C", "N", "N", "C", "N", "H", "H", "H", "H", "H", "H", "H", "H", "H", "H", "H", "H", "H", "H"],
  "xyz": [[-2.496, 0.092, -0.529], [-1.678, 0.063, 0.753], [-0.065, -0.431, 1.082], [0.200, -1.851, 1.274], [0.138, -0.027, -0.275], [1.662, 0.305, -0.561], [1.643, 1.296, -1.636], [2.231, 0.877, 0.581], [-3.550, 0.250, -0.269], [-2.181, 0.906, -1.185], [-2.439, -0.855, -1.072], [-1.663, 1.045, 1.222], [-2.168, -0.621, 1.453], [-0.521, -2.500, 0.756], [0.149, -2.086, 2.341], [1.196, -2.138, 0.909], [-0.029, -0.802, -0.923], [1.160, 0.862, -2.517], [1.109, 2.215, -1.355], [2.668, 1.559, -1.910], [3.130, 0.447, 0.765], [1.505, 1.392, 1.097]],
  "mulliken_charge": [-0.989, -0.451, -0.200, -0.899, -0.099, -0.261, -0.792, -0.516, 0.382, 0.259, 0.275, 0.259, 0.422, 0.316, 0.320, 0.298, 0.305, 0.283, 0.323, 0.300, 0.214, 0.251],
  "lumo_energy_ev": 1.0,
  "orbital_gap_ev": 8.893,
  "spin_multiplicity": 1,
  "smiles": "CCN(C)NN(C)N",
  "mol_weight_g_mol": 118.18
}

<2>
{
  "formula": "C4H14N4",
  "method": "ωB97M-V/def2-TZVPD",
  "elements": ["C", "C", "C", "N", "H", "H", "H", "H", "H", "H", "H", "H", "H", "C", "N", "N", "N", "H", "H", "H", "H", "H"],
  "xyz": [[-1.427, 0.401, -0.966], [-0.708, 1.344, 1.144], [1.418, 0.936, -1.106], [-0.405, 0.409, 0.071], [-1.505, 1.398, -1.404], [-2.403, 0.123, -0.550], [-1.182, -0.294, -1.769], [-1.674, 1.106, 1.610], [0.055, 1.332, 1.917], [-0.782, 2.353, 0.729], [2.199, 1.074, -0.368], [0.851, 1.862, -1.198], [1.826, 0.710, -2.084], [0.363, -0.911, 0.295], [1.072, -0.772, 1.543], [-0.549, -2.012, 0.455], [1.205, -1.016, -0.818], [0.966, -1.627, 2.076], [2.064, -0.741, 1.334], [-1.314, -1.741, 1.066], [-0.929, -2.289, -0.440], [0.858, -1.646, -1.535]],
  "mulliken_charge": [-1.123, -1.081, -0.689, 0.289, 0.365, 0.314, 0.337, 0.293, 0.355, 0.301, 0.293, 0.269, 0.341, 0.419, -0.580, -0.754, -0.719, 0.288, 0.265, 0.266, 0.294, 0.255],
  "lumo_energy_ev": 0.9,
  "orbital_gap_ev": 8.472,
  "spin_multiplicity": 1,
  "mol_weight_g_mol": 118.18
}

Stability ranking, top and bottom: <2> is the most stable and <1> is the least stable.

<1>
{
  "formula": "C4H14N4",
  "method": "ωB97M-V/def2-TZVPD",
  "elements": ["C", "N", "C", "N", "C", "C", "N", "N", "H", "H", "H", "H", "H", "H", "H", "H", "H", "H", "H", "H", "H", "H"],
  "xyz": [[1.530, -0.891, -1.493], [1.289, 0.513, -1.181], [0.005, 0.804, -0.563], [-0.955, 0.697, -1.658], [-0.489, -0.028, 0.731], [0.580, -0.072, 1.825], [-0.951, -1.361, 0.389], [-1.720, 0.526, 1.284], [0.742, -1.328, -2.114], [1.660, -1.496, -0.592], [2.460, -0.970, -2.065], [2.030, 0.825, -0.557], [0.039, 1.860, -0.264], [-0.590, 1.261, -2.419], [-1.827, 1.120, -1.341], [1.527, -0.483, 1.461], [0.783, 0.932, 2.214], [0.268, -0.695, 2.673], [-0.964, -1.376, -0.638], [-1.951, -1.353, 0.590], [-1.547, 1.489, 1.569], [-1.920, 0.026, 2.150]],
  "mulliken_charge": [-0.896, -0.369, -0.951, -0.644, 1.667, -1.789, -0.788, -0.823, 0.306, 0.293, 0.338, 0.304, 0.543, 0.271, 0.260, 0.325, 0.325, 0.399, 0.334, 0.309, 0.274, 0.313],
  "lumo_energy_ev": 0.9,
  "orbital_gap_ev": 9.886,
  "spin_multiplicity": 1,
  "smiles": "CN[C@@H](N)C(C)(N)N",
  "mol_weight_g_mol": 118.18
}

<2>
{
  "formula": "C4H14N4",
  "method": "ωB97M-V/def2-TZVPD",
  "elements": ["C", "C", "C", "C", "N", "N", "N", "N", "H", "H", "H", "H", "H", "H", "H", "H", "H", "H", "H", "H", "H", "H"],
  "xyz": [[0.330, 1.196, 0.267], [-0.240, -1.029, 1.781], [-0.791, 1.655, -0.599], [1.704, 1.148, -0.333], [-0.765, -1.646, -0.511], [-1.120, 0.047, 1.960], [0.245, -1.085, 0.354], [-0.401, -1.610, -1.876], [-1.574, -1.044, -0.388], [-2.046, -0.208, 1.614], [1.063, -1.697, 0.247], [0.293, 1.561, 1.279], [0.160, -0.794, -2.109], [0.120, -2.450, -2.096], [0.683, -0.886, 2.359], [-0.644, -2.027, 2.019], [-0.475, 2.556, -1.148], [-1.073, 0.928, -1.365], [-1.673, 1.883, -0.005], [1.733, 0.677, -1.317], [2.418, 0.642, 0.317], [2.056, 2.184, -0.449]],
  "mulliken_charge": [0.351, -0.498, -1.070, -1.288, -0.387, -0.794, -0.011, -0.584, 0.275, 0.185, 0.272, 0.477, 0.219, 0.268, 0.338, 0.368, 0.369, 0.241, 0.314, 0.216, 0.336, 0.403],
  "lumo_energy_ev": [0.2, 0.1],
  "orbital_gap_ev": [7.266, 7.186],
  "spin_multiplicity": 1,
  "mol_weight_g_mol": 118.18
}

Stability ranking, top and bottom: <1> is the most stable and <2> is the least stable.

<1>
{
  "formula": "C3H4N3",
  "method": "ωB97M-V/def2-TZVPD",
  "elements": ["C", "C", "N", "N", "N", "C", "H", "H", "H", "H"],
  "xyz": [[3.557, -0.148, -0.100], [2.416, 0.225, 0.055], [1.229, 0.602, 0.220], [0.032, -0.012, 0.112], [-1.095, 0.075, 0.331], [-2.402, -0.029, -0.025], [4.586, -0.383, -0.042], [-2.628, 0.756, -0.846], [-3.192, -0.043, 0.839], [-2.503, -1.042, -0.543]],
  "mulliken_charge": [-0.369, 0.320, -0.271, 0.490, 0.020, -0.508, 0.428, 0.309, 0.284, 0.298],
  "lumo_energy_ev": [-7.1, -6.8],
  "charge": 1,
  "orbital_gap_ev": [6.951, 7.419],
  "spin_multiplicity": 1,
  "smiles": "C#CN=[N+]=NC",
  "mol_weight_g_mol": 82.09
}

<2>
{
  "formula": "C3H4N3",
  "method": "ωB97M-V/def2-TZVPD",
  "elements": ["C", "N", "C", "C", "N", "N", "H", "H", "H", "H"],
  "xyz": [[-1.203, -1.042, -0.311], [-0.159, -0.123, -0.066], [-0.043, 1.033, 0.542], [1.260, 1.493, 0.549], [1.877, 0.503, -0.105], [1.036, -0.454, -0.463], [-0.749, -1.841, -0.814], [-2.138, -0.603, -0.885], [-1.555, -1.327, 0.659], [1.675, 2.360, 0.893]],
  "mulliken_charge": [-0.761, 0.472, 0.404, -0.173, -0.320, -0.116, 0.372, 0.304, 0.357, 0.461],
  "lumo_energy_ev": [-8.3, -10.0],
  "charge": 1,
  "orbital_gap_ev": [8.657, 6.934],
  "spin_multiplicity": 1,
  "smiles": "C[N+]1=C=CN=N1",
  "mol_weight_g_mol": 82.09
}

Stability ranking, top and bottom: <2> is the most stable and <1> is the least stable.

<1>
{
  "formula": "H2N2O3S",
  "method": "ωB97M-V/def2-TZVPD",
  "elements": ["N", "S", "O", "O", "N", "O", "H", "H"],
  "xyz": [[0.287, 0.099, 0.156], [1.773, -0.697, 0.057], [1.713, -1.250, -1.254], [2.275, -1.376, 1.218], [2.826, 0.970, -0.003], [2.065, 1.810, -0.354], [-0.308, -0.399, -0.481], [-0.053, 0.416, 1.024]],
  "mulliken_charge": [-0.431, 1.032, -0.554, -0.540, 0.180, -0.186, 0.275, 0.224],
  "lumo_energy_ev": -1.1,
  "orbital_gap_ev": 8.554,
  "spin_multiplicity": 1,
  "smiles": "NS(=O)(=O)N=O",
  "mol_weight_g_mol": 110.09
}

<2>
{
  "formula": "H2N2O3S",
  "method": "ωB97M-V/def2-TZVPD",
  "elements": ["N", "N", "O", "O", "O", "S", "H", "H"],
  "xyz": [[1.519, 0.106, -0.391], [-1.233, -0.880, 0.133], [-1.192, -1.933, -0.482], [-1.653, -0.567, 1.198], [-0.694, 1.687, 0.224], [-0.508, 0.718, -0.748], [2.102, 0.857, -0.582], [1.659, 0.011, 0.647]],
  "mulliken_charge": [-0.637, 0.836, -0.512, -0.461, -0.342, 0.582, 0.259, 0.275],
  "lumo_energy_ev": [-1.0, -1.0],
  "orbital_gap_ev": [9.190, 9.191],
  "spin_multiplicity": 1,
  "mol_weight_g_mol": 110.09
}

Stability ranking, top and bottom: <1> is the most stable and <2> is the least stable.

<1>
{
  "formula": "H2N2O3S",
  "method": "ωB97M-V/def2-TZVPD",
  "elements": ["O", "N", "O", "O", "H", "N", "S", "H"],
  "xyz": [[-2.437, 0.962, -0.630], [-1.439, 0.336, -0.490], [-1.373, -0.792, -0.113], [-0.298, 1.041, -0.728], [0.572, 0.549, -0.505], [1.304, -0.528, 0.620], [2.780, -0.163, 0.791], [0.892, -1.406, 1.055]],
  "mulliken_charge": [-0.545, 1.074, -0.554, -0.454, 0.531, -0.363, 0.044, 0.266],
  "lumo_energy_ev": [-2.1, -2.1],
  "orbital_gap_ev": [7.409, 7.405],
  "spin_multiplicity": 1,
  "smiles": "O=[N+]([O-])O.N=S",
  "mol_weight_g_mol": 110.09
}

<2>
{
  "formula": "H2N2O3S",
  "method": "ωB97M-V/def2-TZVPD",
  "elements": ["N", "N", "O", "O", "O", "S", "H", "H"],
  "xyz": [[0.668, 0.907, 1.161], [0.155, -1.211, -0.325], [-1.798, 0.390, 0.592], [-0.330, 1.222, -1.200], [-0.124, -2.286, 0.222], [-0.481, 0.703, 0.086], [1.215, 1.501, 0.656], [0.694, -1.226, -1.192]],
  "mulliken_charge": [-0.524, 0.201, -0.505, -0.502, -0.226, 1.012, 0.267, 0.276],
  "lumo_energy_ev": [-2.7, -2.7],
  "orbital_gap_ev": [7.810, 7.811],
  "spin_multiplicity": 1,
  "mol_weight_g_mol": 110.09
}

Stability ranking, top and bottom: <2> is the most stable and <1> is the least stable.